{"formula": "C48H126N12O48P6", "method": "the ωB97M-V functional and the def2-TZVPD basis", "species": ["C", "C", "O", "P", "O", "O", "C", "C", "O", "C", "C", "H", "H", "H", "H", "H", "H", "H", "H", "H", "H", "H", "H", "H", "H", "H", "C", "C", "O", "P", "O", "O", "C", "C", "O", "C", "C", "H", "H", "H", "H", "H", "H", "H", "H", "H", "H", "H", "H", "H", "H", "H", "C", "C", "O", "P", "O", "O", "C", "C", "O", "C", "C", "H", "H", "H", "H", "H", "H", "H", "H", "H", "H", "H", "H", "H", "H", "H", "C", "C", "O", "P", "O", "O", "C", "C", "O", "C", "C", "H", "H", "H", "H", "H", "H", "H", "H", "H", "H", "H", "H", "H", "H", "H", "C", "C", "O", "P", "O", "O", "C", "C", "O", "C", "C", "H", "H", "H", "H", "H", "H", "H", "H", "H", "H", "H", "H", "H", "H", "H", "C", "C", "O", "P", "O", "O", "C", "C", "O", "C", "C", "H", "H", "H", "H", "H", "H", "H", "H", "H", "H", "H", "H", "H", "H", "H", "C", "N", "O", "O", "H", "H", "H", "C", "N", "O", "O", "H", "H", "H", "C", "N", "O", "O", "H", "H", "H", "C", "N", "O", "O", "H", "H", "H", "C", "N", "O", "O", "H", "H", "H", "C", "N", "O", "O", "H", "H", "H", "C", "N", "O", "O", "H", "H", "H", "C", "N", "O", "O", "H", "H", "H", "C", "N", "O", "O", "H", "H", "H", "C", "N", "O", "O", "H", "H", "H", "C", "N", "O", "O", "H", "H", "H", "C", "N", "O", "O", "H", "H", "H"], "positions_angstrom": [[0.556, -0.577, 3.870], [-0.323, -0.019, 2.738], [0.489, 0.851, 1.993], [1.047, 0.452, 0.468], [1.908, 1.496, -0.148], [-0.318, -0.021, -0.284], [-1.181, 0.953, -0.840], [-1.260, 0.581, -2.308], [1.893, -0.930, 0.734], [3.279, -1.021, 0.360], [3.994, -0.598, 1.654], [0.727, 0.284, 4.516], [-0.151, -1.153, 4.467], [1.410, -1.194, 3.591], [-0.585, -0.888, 2.134], [-1.210, 0.485, 3.121], [-2.220, 0.931, -0.510], [-0.823, 1.976, -0.722], [-2.005, 1.221, -2.781], [-0.290, 0.764, -2.770], [-1.537, -0.466, -2.430], [3.530, -2.051, 0.106], [3.647, -0.442, -0.487], [3.787, -1.370, 2.395], [5.024, -0.865, 1.420], [3.863, 0.409, 2.051], [5.598, -8.412, -9.670], [4.091, -8.621, -9.919], [3.225, -7.646, -9.383], [3.485, -6.082, -9.577], [4.482, -5.549, -8.607], [3.967, -5.989, -11.141], [4.666, -4.873, -11.664], [5.964, -5.357, -12.341], [2.028, -5.381, -9.544], [1.200, -5.374, -8.492], [1.143, -4.011, -7.835], [5.819, -8.145, -8.637], [6.003, -9.387, -9.941], [5.861, -7.575, -10.317], [3.874, -8.554, -10.985], [3.719, -9.567, -9.524], [4.053, -4.388, -12.425], [4.981, -4.215, -10.853], [6.702, -5.749, -11.641], [5.817, -6.109, -13.116], [6.427, -4.459, -12.750], [0.171, -5.571, -8.795], [1.400, -6.164, -7.770], [0.458, -3.945, -6.990], [2.176, -3.819, -7.544], [0.970, -3.110, -8.424], [0.274, 0.506, 11.426], [1.357, 0.597, 12.459], [2.387, 1.336, 11.869], [3.834, 1.085, 12.505], [4.168, -0.340, 12.791], [4.858, 1.832, 11.475], [5.215, 1.365, 10.288], [4.164, 1.691, 9.162], [3.748, 2.044, 13.818], [4.872, 2.545, 14.452], [6.137, 1.644, 14.531], [0.066, 1.547, 11.179], [0.558, 0.081, 10.463], [-0.672, 0.055, 11.728], [0.964, 1.195, 13.281], [1.727, -0.399, 12.705], [6.244, 1.682, 10.117], [5.427, 0.297, 10.354], [4.316, 1.085, 8.269], [3.139, 1.535, 9.496], [4.312, 2.751, 8.953], [5.031, 3.481, 13.917], [4.603, 2.758, 15.486], [6.944, 2.372, 14.610], [6.119, 1.034, 15.434], [6.228, 1.004, 13.653], [-7.648, 1.299, 2.317], [-6.945, 1.935, 1.097], [-7.887, 2.691, 0.372], [-7.408, 3.650, -0.907], [-6.815, 2.829, -2.013], [-8.781, 4.427, -1.315], [-8.738, 5.447, -2.288], [-10.122, 5.736, -2.825], [-6.412, 4.778, -0.334], [-6.726, 5.548, 0.828], [-5.866, 6.806, 0.746], [-8.353, 0.515, 2.041], [-6.880, 0.803, 2.912], [-8.149, 2.038, 2.941], [-6.220, 2.593, 1.577], [-6.510, 1.197, 0.423], [-8.324, 6.340, -1.820], [-8.106, 5.257, -3.155], [-10.111, 6.504, -3.599], [-10.613, 4.792, -3.060], [-10.676, 6.285, -2.064], [-7.793, 5.767, 0.850], [-6.598, 4.907, 1.701], [-6.256, 7.314, -0.136], [-6.017, 7.469, 1.597], [-4.839, 6.509, 0.533], [-5.245, -3.323, 7.395], [-4.577, -4.586, 6.797], [-4.025, -4.258, 5.558], [-4.434, -5.118, 4.231], [-4.019, -4.469, 2.969], [-6.049, -5.374, 4.377], [-6.778, -6.029, 3.398], [-6.796, -7.551, 3.752], [-3.749, -6.565, 4.511], [-2.356, -6.687, 4.419], [-1.902, -7.528, 5.614], [-4.769, -2.406, 7.046], [-6.296, -3.223, 7.124], [-5.146, -3.359, 8.479], [-3.728, -4.946, 7.378], [-5.199, -5.474, 6.684], [-7.764, -5.576, 3.492], [-6.404, -5.882, 2.384], [-5.826, -8.014, 3.567], [-6.991, -7.761, 4.804], [-7.613, -8.057, 3.238], [-2.055, -7.083, 3.449], [-1.931, -5.684, 4.402], [-0.981, -8.065, 5.388], [-1.664, -6.843, 6.429], [-2.593, -8.316, 5.912], [-8.009, 13.363, -7.242], [-6.975, 12.246, -7.692], [-6.144, 12.032, -6.594], [-5.070, 10.764, -6.571], [-4.226, 10.745, -7.786], [-4.192, 10.972, -5.238], [-4.822, 11.166, -3.998], [-3.838, 11.161, -2.828], [-6.010, 9.439, -6.295], [-5.372, 8.215, -6.458], [-4.623, 7.792, -5.131], [-7.415, 14.267, -7.107], [-8.731, 13.655, -8.005], [-8.608, 13.256, -6.338], [-7.371, 11.260, -7.935], [-6.432, 12.677, -8.534], [-5.268, 12.159, -3.945], [-5.580, 10.395, -3.854], [-4.376, 11.393, -1.909], [-3.573, 10.113, -2.694], [-2.923, 11.715, -3.040], [-6.100, 7.430, -6.663], [-4.776, 8.243, -7.370], [-4.170, 6.804, -5.211], [-3.849, 8.496, -4.824], [-5.217, 7.850, -4.219], [2.202, 3.910, -4.706], [3.193, 4.628, -5.607], [2.890, 5.147, -6.641], [4.345, 4.650, -5.142], [1.249, 4.273, -5.092], [2.451, 4.190, -3.682], [2.424, 2.872, -4.953], [7.712, -6.101, -3.232], [7.775, -7.232, -2.172], [7.638, -8.423, -2.558], [8.025, -6.916, -0.988], [8.574, -5.444, -3.110], [6.874, -5.466, -2.946], [7.570, -6.496, -4.238], [-7.235, 1.335, -7.185], [-8.441, 0.704, -7.788], [-9.285, 1.369, -8.372], [-8.572, -0.493, -7.690], [-6.355, 1.161, -7.804], [-7.031, 0.837, -6.238], [-7.432, 2.400, -7.061], [5.703, -5.965, 3.154], [5.258, -7.304, 3.561], [6.061, -8.156, 3.978], [4.064, -7.467, 3.457], [5.429, -5.733, 2.125], [6.792, -5.919, 3.177], [5.239, -5.243, 3.826], [-6.166, -2.673, -3.701], [-5.237, -3.394, -4.597], [-4.458, -4.173, -4.114], [-5.267, -3.107, -5.815], [-6.927, -2.180, -4.306], [-5.680, -1.929, -3.070], [-6.594, -3.475, -3.100], [0.573, 5.750, 2.418], [-0.438, 5.239, 3.432], [-0.166, 5.514, 4.610], [-1.349, 4.587, 2.972], [0.281, 6.788, 2.261], [0.443, 5.251, 1.458], [1.548, 5.535, 2.858], [-0.206, 1.549, -10.898], [-0.659, 2.013, -9.556], [0.094, 1.788, -8.659], [-1.735, 2.632, -9.508], [0.144, 0.522, -10.799], [0.577, 2.239, -11.213], [-0.965, 1.676, -11.671], [-0.247, -5.672, -0.792], [1.159, -5.571, -1.013], [1.553, -5.003, -2.020], [1.872, -6.001, -0.119], [-0.504, -6.682, -0.473], [-0.834, -5.358, -1.655], [-0.475, -4.981, 0.019], [8.002, 2.689, -2.220], [9.204, 1.920, -1.796], [10.177, 2.525, -1.349], [9.153, 0.710, -1.881], [7.659, 2.333, -3.192], [8.196, 3.752, -2.079], [7.284, 2.465, -1.431], [3.062, -3.939, 9.310], [1.615, -4.185, 9.721], [0.794, -3.808, 8.927], [1.337, -4.834, 10.704], [3.138, -4.374, 8.314], [3.729, -4.388, 10.047], [3.268, -2.870, 9.276], [12.763, -2.107, 1.678], [11.546, -2.871, 1.325], [11.678, -3.581, 0.357], [10.509, -2.640, 1.897], [13.105, -1.519, 0.826], [13.571, -2.824, 1.824], [12.526, -1.638, 2.633], [9.801, -2.975, 6.853], [8.287, -3.034, 6.782], [7.767, -3.937, 7.379], [7.688, -2.281, 6.048], [10.165, -3.890, 7.318], [10.116, -2.010, 7.251], [10.201, -3.096, 5.846]], "de_lowest_ev": 7.695, "energy_ha": -8220.46855, "homo_ev": -10.176, "homo_lumo_gap_ev": 10.12}